Formula: C33H38NO2Si2
Source: the OMol25 dataset
Level of theory: ωB97M-V/def2-TZVPD

The geometry in ORCA input format:
```
! wB97M-V def2-TZVPD RIJCOSX def2/J DEFGRID3
* xyz 1 1
C -0.09961 4.44261 -2.96774
Si -1.18360 3.49739 -1.77282
C -1.04774 4.26339 -0.08255
C -2.90662 3.28654 -2.42933
O -0.61495 1.86719 -1.63757
N 0.65779 2.01896 -1.00368
O 1.61070 1.69217 -1.96346
Si 1.36400 0.74509 -3.37760
C 1.04270 1.92719 -4.77450
C 3.03433 -0.06721 -3.52225
C 0.02046 -0.52177 -3.14581
C 0.75291 1.08142 0.04805
C -0.28444 0.61461 0.81915
C 2.15729 0.68046 0.17450
C 2.43897 -0.63473 0.54405
C 3.73754 -1.13425 0.43838
C 4.76582 -0.27816 0.02869
C 4.50588 1.07154 -0.24585
C 3.19811 1.54887 -0.19487
H -0.35637 5.49779 -2.78586
H 0.97517 4.31461 -2.77910
H -0.29627 4.21147 -4.02132
H -0.84136 5.33896 -0.18575
H -1.98526 4.13987 0.47462
H -0.23143 3.80582 0.49504
H -3.38316 4.27890 -2.47395
H -2.90852 2.85653 -3.44161
H -3.50772 2.63612 -1.77861
H 1.44427 1.47058 -5.69349
H -0.03156 2.10150 -4.91750
H 1.53931 2.89425 -4.62250
H 3.05625 -0.69205 -4.42855
H 3.82843 0.68946 -3.59748
H 3.26348 -0.70545 -2.65775
H 0.18790 -1.32850 -3.88247
H 0.04915 -0.97378 -2.14527
H -0.98330 -0.10713 -3.31381
H -0.06656 0.46327 1.87201
H -1.29496 0.71086 0.44236
H 1.57552 -1.23478 0.83776
H 3.93890 -2.17839 0.68865
H 5.78280 -0.66477 -0.06569
H 5.30728 1.76444 -0.50714
H 2.99555 2.59508 -0.40087
C -1.37160 -1.59997 2.14138
C -2.55455 -1.08238 2.79484
C -2.40358 -0.14263 3.83532
C -3.41950 0.04384 4.76541
C -4.60151 -0.70628 4.67348
C -4.84086 -1.48015 3.52766
C -3.84978 -1.62260 2.55594
C -1.36219 -2.30386 0.87690
C -0.17160 -3.11012 0.80389
C 0.15905 -3.78438 -0.36041
C -0.71367 -3.67963 -1.45189
C -1.88510 -2.90370 -1.38273
C -2.21688 -2.20625 -0.21575
C 0.55240 -2.95341 2.06276
C -0.16802 -2.00188 2.86748
C 0.30037 -1.68361 4.14146
C 1.47359 -2.28829 4.60382
C 2.17752 -3.20947 3.80746
C 1.72308 -3.54411 2.52587
H -1.45659 0.38715 3.92842
H -3.26312 0.74756 5.58505
H -5.34606 -0.66810 5.47253
H -5.80292 -1.98581 3.41168
H -4.02301 -2.23866 1.67353
H 1.08288 -4.36470 -0.39161
H -0.47577 -4.20280 -2.37740
H -2.54577 -2.83244 -2.24933
H -3.09582 -1.56893 -0.14999
H -0.25773 -1.00068 4.77144
H 1.83636 -2.04890 5.60607
H 3.08571 -3.67125 4.19878
H 2.22756 -4.27957 1.90139
*
```

Values from the calculation:
E (eV): -56171.21778
Orbital gap (Ha): 0.180
LUMO energy (eV): -5.72
E_HOMO (eV): -10.626

Results of the Löwdin charge analysis, in e, for atoms 1 through 5: number 1, C, carries -0.157; number 2, Si, carries 0.453; number 3, C, carries -0.147; number 4, C, carries -0.157; number 5, O, carries -0.214

---

Formula: C33H38PtS3Sb2
Source: the OMol25 dataset
Level of theory: ωB97M-V/def2-TZVPD

The geometry in ORCA input format:
```
! wB97M-V def2-TZVPD RIJCOSX def2/J DEFGRID3
* xyz 2 3
Pt 0.47444 0.63943 0.98341
C -1.47870 -1.84946 0.21222
C -2.70682 -1.20371 -0.44888
C -3.07493 0.20033 0.03246
Sb -1.49632 1.56262 -0.37490
C -2.30908 3.43068 0.10016
C -1.51270 4.44059 0.63634
C -2.06873 5.68265 0.91543
C -3.41137 5.91634 0.65479
C -4.20374 4.91335 0.11204
C -3.65719 3.66912 -0.16638
C -1.43382 1.42588 -2.46070
C -0.21654 1.27881 -3.12331
C -0.18473 1.23800 -4.51136
C -1.36486 1.34888 -5.23201
C -2.58006 1.49566 -4.57295
C -2.61956 1.53665 -3.18615
Sb 0.37743 -1.58487 -0.88193
C 1.74155 -2.90034 0.03247
C 3.09498 -2.81471 -0.28346
C 3.97408 -3.76448 0.21421
C 3.50472 -4.79119 1.02575
C 2.15757 -4.86684 1.34949
C 1.26763 -3.91812 0.85615
C 0.03472 -2.69315 -2.65582
C -1.21816 -3.22105 -2.95905
C -1.33666 -4.11369 -4.01762
C -0.22277 -4.45389 -4.77190
C 1.01902 -3.90248 -4.48061
C 1.15290 -3.01588 -3.42396
H -1.55964 -2.93779 0.25261
H -1.33410 -1.49158 1.23309
H -3.55471 -1.86992 -0.26897
H -2.58875 -1.15854 -1.53456
H -3.29784 0.25074 1.09909
H -3.95710 0.54224 -0.50937
H -0.45890 4.27936 0.81975
H -1.45138 6.46874 1.33001
H -3.84220 6.88524 0.86927
H -5.24930 5.09905 -0.09519
H -4.29316 2.89766 -0.58440
H 0.71050 1.20654 -2.56408
H 0.75965 1.12978 -5.02870
H -1.33890 1.32880 -6.31360
H -3.49743 1.58350 -5.14010
H -3.57492 1.65703 -2.68854
H 3.47452 -2.01436 -0.90947
H 5.02505 -3.70982 -0.03806
H 4.19167 -5.53654 1.40396
H 1.79295 -5.66857 1.97885
H 0.22007 -3.99375 1.12046
H -2.10032 -2.96745 -2.38761
H -2.30317 -4.54048 -4.25176
H -0.32231 -5.15033 -5.59401
H 1.88397 -4.16417 -5.07587
H 2.12681 -2.59434 -3.20376
C 1.81230 -0.09606 5.13710
C 2.68367 -0.68460 4.02475
S 2.37429 -0.41844 2.23181
C 3.47739 0.94406 1.79585
C 3.10529 2.28657 2.38995
S 1.36635 2.74075 2.12860
C 0.36296 2.16305 3.53147
C 0.77900 2.54609 4.93959
S 2.18891 1.61851 5.59735
H 2.04632 -0.67032 6.03460
H 0.74679 -0.23450 4.95544
H 2.65829 -1.77332 4.08706
H 3.71967 -0.36971 4.15615
H 3.40870 0.98056 0.70786
H 4.50191 0.67449 2.05780
H 3.67528 3.07596 1.89746
H 3.30041 2.34091 3.45779
H 0.26164 1.08155 3.47543
H -0.60912 2.60172 3.29110
H -0.08241 2.38011 5.58753
H 1.05899 3.59641 5.02235
*
```

Values from the calculation:
Energy above the lowest of the compared OMol25 structures with the same formula, charge and spin (kcal per mole): 15.8
E (eV): -83648.58333
Expectation value of S²: 2.02
Orbital gap (alpha / beta) (Ha): 0.286 / 0.197
LUMO energy (alpha / beta) (eV): -5.08 / -8.46
E_HOMO (alpha / beta) (eV): -12.867 / -13.835

Results of the Löwdin charge analysis, in e, for atoms 1 through 5: number 1, Pt, carries 0.265; number 2, C, carries -0.354; number 3, C, carries -0.362; number 4, C, carries -0.342; number 5, Sb, carries 1.417

---

Formula: C33H39AuCl4N2O2S2Si
Source: the OMol25 dataset
Level of theory: ωB97M-V/def2-TZVPD

The geometry in ORCA input format:
```
! wB97M-V def2-TZVPD RIJCOSX def2/J DEFGRID3
* xyz 0 3
Au -13.23551 0.11596 17.59972
S -12.75829 -0.94855 19.66560
C -11.11209 -1.44686 19.47760
N -10.62086 -2.24244 20.46099
C -9.22875 -2.73629 20.42404
C -8.34142 -1.68223 19.79749
N -8.90964 -1.20941 18.52416
C -7.93397 -0.87214 17.46285
C -7.87385 -1.92569 16.34136
C -8.10543 -1.56362 15.00462
C -8.13176 -2.54665 14.01864
C -7.86414 -3.88315 14.33520
C -7.58906 -4.22898 15.65962
C -7.60863 -3.27038 16.65240
C -10.26755 -1.06892 18.36211
S -10.85457 -0.51889 16.86355
C -11.36261 -2.55350 21.72192
C -10.89841 -1.71587 22.91503
C -10.30176 -2.32632 24.02000
C -9.71977 -1.58294 25.03570
C -9.86088 -0.20764 25.04534
C -10.46328 0.41827 23.97065
C -11.04257 -0.32934 22.93570
H -9.16048 -3.66854 19.83804
H -8.90770 -2.97180 21.45770
H -7.32123 -2.06897 19.59964
H -8.24445 -0.83144 20.48855
H -6.95726 -0.79012 17.97188
H -8.21778 0.08893 17.00701
H -8.33598 -0.52365 14.75708
H -8.35333 -2.27135 12.97897
H -7.91826 -4.65037 13.55078
H -7.37135 -5.27639 15.91264
H -7.41059 -3.61211 17.67890
H -11.12710 -3.59531 21.97174
H -12.44618 -2.45406 21.55145
H -10.23838 -3.42914 24.06924
H -9.19904 -2.10671 25.84453
H -9.50204 0.38067 25.87765
H -10.47681 1.50439 23.91195
H -11.54559 0.19665 22.10319
Cl -16.98631 -2.38852 12.13516
C -15.97177 -1.43591 13.13809
C -15.50786 -0.17911 12.70251
Cl -15.85468 0.43220 11.12537
C -14.68407 0.59370 13.52957
Cl -13.97933 2.07376 13.07570
C -14.35895 0.15429 14.83147
O -13.58608 0.84660 15.62061
C -14.87785 -1.17056 15.31257
O -14.60139 -1.52808 16.50283
C -15.68855 -1.93355 14.40408
Cl -16.19921 -3.43052 15.02996
C -14.97124 1.72585 20.35982
Si -14.25318 2.08494 18.65062
C -12.81376 3.29948 19.01692
C -12.33770 3.85940 17.67356
C -11.60224 2.54242 19.68406
C -13.20914 4.46947 19.98388
C -15.79496 2.76817 17.77123
C -16.74648 1.54895 17.61004
C -15.47371 3.42833 16.40109
C -16.53128 3.84167 18.64780
H -15.56619 2.54649 20.80729
H -14.12187 1.56549 21.05579
H -15.58050 0.83143 20.35151
H -12.06223 3.08496 16.91430
H -11.43180 4.48828 17.82990
H -13.08090 4.50080 17.18257
H -11.13455 1.78743 19.02734
H -11.90851 1.98693 20.60367
H -10.84615 3.28862 20.01308
H -14.05279 5.09197 19.64370
H -12.34207 5.12974 20.12016
H -13.47126 4.09444 20.99002
H -16.24527 0.70239 17.09471
H -17.62019 1.86575 16.99646
H -17.13542 1.15136 18.56642
H -14.75520 2.89085 15.72891
H -15.08787 4.46102 16.56553
H -16.40852 3.53887 15.80065
H -16.86097 3.45337 19.62070
H -17.46143 4.17338 18.13479
H -15.91961 4.73991 18.82582
*
```

Values from the calculation:
Energy above the lowest of the compared OMol25 structures with the same formula, charge and spin (kcal per mole): 0.0
E (eV): -125258.97497
Expectation value of S²: 2.03
Orbital gap (alpha / beta) (Ha): 0.208 / 0.225
LUMO energy (alpha / beta) (eV): -0.90 / -1.83
E_HOMO (alpha / beta) (eV): -6.560 / -7.968

Results of the Löwdin charge analysis, in e, for atoms 1 through 5: number 1, Au, carries 0.662; number 2, S, carries 0.697; number 3, C, carries -0.624; number 4, N, carries -0.116; number 5, C, carries -0.111

---

Formula: C33H39B2CrF4N5O5Te
Source: the OMol25 dataset
Level of theory: ωB97M-V/def2-TZVPD

The geometry in ORCA input format:
```
! wB97M-V def2-TZVPD RIJCOSX def2/J DEFGRID3
* xyz 1 2
Cr 1.22636 1.02723 -2.29911
C 3.03014 -2.21780 -4.25012
C 2.64310 -0.90467 -3.68476
N 1.43648 -0.52452 -3.46368
O 0.40310 -1.40338 -3.73352
B -0.91279 -1.01469 -3.50882
F -1.78051 -1.98400 -3.72203
F -0.97078 -0.97709 -1.03756
O -1.50190 0.23460 -3.31935
N -0.73257 1.22127 -2.74438
C -1.28278 2.36157 -2.53766
C -2.71628 2.65929 -2.78772
C -0.29697 3.42021 -2.12695
N 0.89798 2.97558 -2.02183
O 1.92461 3.82079 -1.84545
B 3.05091 3.48447 -2.84152
F 2.39578 3.20191 -4.05654
F 3.88479 4.54504 -2.85459
O 3.87452 2.25657 -2.49487
N 3.15919 1.14879 -2.75180
C 3.66695 0.14770 -3.36112
C 5.09751 0.02561 -3.73951
C -0.62815 4.86922 -2.05723
H 2.17481 -2.87861 -4.33833
H 3.79338 -2.67092 -3.61496
H 3.47507 -2.07050 -5.23690
H -3.29135 1.74018 -2.84851
H -2.82440 3.20153 -3.73061
H -3.11208 3.29366 -1.99535
H 5.52748 1.01940 -3.84200
H 5.23076 -0.53242 -4.66424
H 5.63417 -0.49297 -2.94032
H -1.69767 5.04632 -1.98174
H -0.24764 5.36151 -2.95616
H -0.11914 5.32711 -1.21078
C -7.04298 -0.16716 1.60912
C -5.56482 -0.16180 1.34225
C -4.82807 1.01170 1.39397
C -3.45970 1.02923 1.14336
C -2.75926 2.36992 1.25262
C -2.81126 -0.17835 0.82692
Te -0.70109 0.03118 0.59512
N 1.26972 0.34171 -0.71088
C 2.43815 -0.03289 -0.03202
O 3.27281 -0.77543 -0.51112
C 2.58468 0.53832 1.34059
C 2.06883 1.79414 1.64859
C 2.20294 2.29979 2.93482
C 2.83358 1.54280 3.91163
C 3.35134 0.28917 3.60211
C 3.24057 -0.20689 2.31543
C -0.00631 -1.58703 1.73540
C -0.18410 -1.40291 3.10931
C -0.86544 -0.20325 3.72039
C 0.28473 -2.38618 3.97403
C 0.93286 -3.51480 3.50376
C 1.44914 -4.56870 4.44235
C 1.10086 -3.65557 2.12916
C 0.64264 -2.72020 1.21300
C 0.82824 -3.02476 -0.25168
C -3.54227 -1.37909 0.75128
C -2.93186 -2.69606 0.35451
C -4.90266 -1.34164 1.01838
H -7.38409 0.79415 1.98950
H -7.30373 -0.93684 2.33626
H -7.59626 -0.38484 0.69357
H -5.32974 1.94200 1.63777
H -3.49772 3.17042 1.24861
H -2.06397 2.56554 0.43426
H -2.19293 2.46538 2.18268
H 1.59202 2.38204 0.87193
H 1.82938 3.28811 3.16975
H 2.93598 1.93501 4.91548
H 3.84898 -0.29443 4.36570
H 3.64703 -1.17499 2.05170
H -0.92671 0.66642 3.05900
H -0.31319 0.13191 4.59775
H -1.88441 -0.44755 4.02591
H 0.14880 -2.25054 5.04153
H 1.26004 -4.30490 5.48127
H 2.52382 -4.70735 4.31485
H 0.97215 -5.52944 4.24313
H 1.60871 -4.53651 1.75116
H 1.59245 -3.79197 -0.36354
H 1.12965 -2.15917 -0.83381
H -0.10047 -3.40464 -0.68289
H -1.95791 -2.85385 0.81223
H -2.80207 -2.74277 -0.72768
H -3.58067 -3.51836 0.65221
H -5.46851 -2.26611 0.96929
*
```

Values from the calculation:
Energy above the lowest of the compared OMol25 structures with the same formula, charge and spin (kcal per mole): 0.0
E (eV): -100477.66721
Expectation value of S²: 0.96
Orbital gap (alpha / beta) (Ha): 0.247 / 0.267
LUMO energy (alpha / beta) (eV): -4.05 / -3.93
E_HOMO (alpha / beta) (eV): -10.755 / -11.199

Results of the Löwdin charge analysis, in e, for atoms 1 through 5: number 1, Cr, carries 0.732; number 2, C, carries 0.038; number 3, C, carries -0.170; number 4, N, carries 0.012; number 5, O, carries 0.159

---

Formula: C33H39BN3O16
Source: the OMol25 dataset
Level of theory: ωB97M-V/def2-TZVPD

The geometry in ORCA input format:
```
! wB97M-V def2-TZVPD RIJCOSX def2/J DEFGRID3
* xyz 1 1
C 0.48906 2.62950 -0.44406
O 1.53555 2.29389 -1.37646
B 1.45535 1.09267 -1.97884
O 1.74289 1.01650 -3.33174
C 1.15279 -0.27084 -1.17404
N -0.17314 -0.84359 -1.45601
C -0.14720 -2.22490 -1.91805
C -1.55574 -2.71582 -2.23318
C -2.11835 -3.65527 -1.16700
C -2.24218 -2.98029 0.19890
N -3.55520 -2.39739 0.41619
C -3.58855 -1.00226 -0.00420
C -4.35162 -0.74339 -1.28674
C -5.25728 -1.64104 -1.83074
C -5.89004 -1.33464 -3.03730
C -5.61675 -0.13476 -3.68391
C -4.72225 0.77220 -3.12770
C -4.07756 0.46890 -1.93587
O -3.17576 1.36360 -1.41266
C 0.79070 -2.33056 -3.11025
N 2.19180 -2.09642 -2.64972
C 2.32888 -1.22492 -1.42361
O 2.61647 -2.08446 -0.36620
H 0.43081 3.70818 -0.41546
H -0.46402 2.21995 -0.76883
H 0.71244 2.27635 0.56162
H 1.07628 0.55965 -3.84910
H 1.21233 -0.01830 -0.11136
H -0.73243 -0.26686 -2.07073
H 0.22156 -2.82150 -1.08368
H -2.21636 -1.85175 -2.32232
H -1.57487 -3.21197 -3.20172
H -1.42640 -4.49262 -1.05453
H -3.05785 -4.07041 -1.51200
H -2.06710 -3.72960 0.96785
H -1.45191 -2.23253 0.31539
H -3.84633 -2.50480 1.37298
H -3.97117 -0.35088 0.77718
H -2.57319 -0.65465 -0.20736
H -5.45153 -2.57706 -1.33673
H -6.58985 -2.04758 -3.44322
H -6.09735 0.10140 -4.61868
H -4.52488 1.71560 -3.61227
H -3.06233 1.19038 -0.46793
H 0.50560 -1.58104 -3.83812
H 0.68724 -3.28936 -3.60611
H 2.77600 -1.70569 -3.39530
H 2.60260 -2.99911 -2.40540
H 3.21006 -0.60777 -1.59133
H 2.00224 -1.91728 0.35514
C -1.30349 4.78982 2.20186
C -1.89496 3.80720 1.50914
C -2.06528 2.42490 2.09024
O -2.62072 1.56832 1.41604
C -1.55422 2.16511 3.41700
C -0.96302 3.15014 4.10912
C -0.80930 4.53635 3.54684
O -0.27456 5.37204 4.24548
O -0.47740 2.97437 5.32833
O -2.36259 3.99509 0.27641
H -1.17727 5.78508 1.79954
H -1.66686 1.16797 3.81977
H -0.11110 3.83703 5.60868
H -2.76445 3.16245 -0.02777
C 5.67534 0.73086 -6.19120
C 6.56982 1.73310 -6.22739
C 7.29516 2.19253 -4.99009
O 8.09960 3.09100 -5.10539
C 6.98823 1.53212 -3.72773
C 6.09701 0.53842 -3.70088
C 5.38591 0.06885 -4.94300
O 4.58401 -0.85746 -4.85724
O 5.78331 -0.10740 -2.57293
O 6.87784 2.38209 -7.33194
H 5.15068 0.39369 -7.07362
H 7.50454 1.87369 -2.84170
H 5.14074 -0.78574 -2.83570
H 7.54731 3.05155 -7.08847
C -0.07929 0.21166 7.20337
C -0.66143 -0.77029 6.51070
C -0.84065 -2.15194 7.06857
O -1.39604 -2.97358 6.36040
C -0.33891 -2.42456 8.40170
C 0.24991 -1.44394 9.10389
C 0.40768 -0.05151 8.54948
O 0.93710 0.78458 9.25307
O 0.73239 -1.61825 10.32402
O -1.12721 -0.59873 5.27142
H 0.04808 1.20467 6.79677
H -0.45811 -3.42556 8.79108
H 1.09730 -0.75684 10.60371
H -1.50109 -1.46061 5.00443
*
```

Values from the calculation:
E (eV): -72754.52773
Orbital gap (Ha): 0.250
LUMO energy (eV): -3.82
E_HOMO (eV): -10.625

Results of the Löwdin charge analysis, in e, for atoms 1 through 5: number 1, C, carries -0.024; number 2, O, carries 0.087; number 3, B, carries -0.598; number 4, O, carries 0.186; number 5, C, carries -0.133